(1)
Computed, not measured: a 2-piece molecular cluster, C6H12O2 overall, with the ωB97M-V functional and the def2-TZVPD basis.

The energy above the lowest of the compared OMol25 structures with the same formula, charge and spin is 191.5 kJ/mol. The total energy comes out at -10510.3219 eV. As for the SMILES: C/C=C/O.CCC=O. The value obtained for the LUMO energy is 0.704 eV.

The geometry in ORCA input format:
```
! wB97M-V def2-TZVPD RIJCOSX def2/J DEFGRID3
* xyz 0 1
C 0.98 2.22 1.78
C -0.30 1.86 1.11
C -0.69 2.45 -0.01
O -1.89 2.17 -0.62
H 1.63 1.34 1.90
H 1.55 2.94 1.19
H 0.85 2.62 2.78
H -0.98 1.13 1.54
H -0.06 3.18 -0.51
H -1.81 2.34 -1.56
C 0.07 -1.06 -0.64
C 0.53 -2.45 -1.09
C -0.39 -3.53 -0.61
O -1.08 -4.23 -1.31
H -0.88 -0.81 -1.09
H 0.82 -0.32 -0.93
H -0.04 -1.02 0.44
H 0.59 -2.51 -2.18
H 1.52 -2.66 -0.68
H -0.42 -3.66 0.50
*
```

natural (NBO) atomic charge list, values in e, 8 entries: number 1, C, carries -0.6287; number 2, C, carries -0.2760; number 3, C, carries 0.1215; number 4, O, carries -0.6886; number 5, H, carries 0.2081; number 6, H, carries 0.2085; number 7, H, carries 0.2146; number 8, H, carries 0.2079

---

(2)
Computed, not measured: an isolated molecule of C16H25N3O6S, with the ωB97M-V functional and the def2-TZVPD basis.

The energy above the lowest of the compared OMol25 structures with the same formula, charge and spin is 13.7 kJ/mol. The total energy comes out at -44588.9512 eV. As for the SMILES: CCOC(=O)c1cc(S(=O)(=O)NC2CCN(C(=O)OCC)CC2)cn1C. The value obtained for the LUMO energy is 0.575 eV.

The geometry in ORCA input format:
```
! wB97M-V def2-TZVPD RIJCOSX def2/J DEFGRID3
* xyz 0 1
C -7.54 -1.43 -0.82
C -7.11 -0.96 0.56
O -5.71 -0.74 0.63
C -5.26 0.44 0.19
O -5.98 1.32 -0.24
C -3.81 0.53 0.31
C -2.92 -0.43 0.79
C -1.64 0.13 0.70
S -0.11 -0.62 1.14
O 0.86 0.41 1.35
O -0.34 -1.58 2.19
N 0.21 -1.45 -0.29
C 1.59 -1.60 -0.75
C 2.11 -0.25 -1.26
C 3.55 -0.41 -1.75
N 4.38 -0.94 -0.70
C 5.21 -0.18 0.06
O 5.81 -0.60 1.03
O 5.35 1.07 -0.43
C 6.19 1.94 0.32
C 5.45 2.54 1.51
C 3.95 -2.23 -0.19
C 2.52 -2.13 0.34
C -1.78 1.40 0.18
N -3.09 1.64 -0.06
C -3.63 2.86 -0.59
H -7.35 -0.65 -1.55
H -6.98 -2.33 -1.10
H -8.60 -1.66 -0.82
H -7.64 -0.04 0.82
H -7.31 -1.73 1.32
H -3.17 -1.40 1.16
H -0.25 -2.35 -0.20
H 1.57 -2.31 -1.59
H 1.47 0.10 -2.08
H 2.07 0.47 -0.45
H 3.95 0.55 -2.08
H 3.58 -1.11 -2.60
H 6.50 2.71 -0.38
H 7.07 1.38 0.66
H 5.17 1.75 2.20
H 6.10 3.24 2.03
H 4.56 3.05 1.18
H 4.64 -2.52 0.60
H 4.00 -2.96 -1.01
H 2.18 -3.11 0.68
H 2.49 -1.44 1.19
H -1.02 2.13 -0.02
H -2.82 3.55 -0.80
H -4.32 3.31 0.13
H -4.19 2.66 -1.50
*
```

natural (NBO) atomic charge list, values in e, 8 entries: number 1, C, carries -0.6340; number 2, C, carries -0.0744; number 3, O, carries -0.4999; number 4, C, carries 0.7748; number 5, O, carries -0.6157; number 6, C, carries -0.0310; number 7, C, carries -0.1857; number 8, C, carries -0.4375

---

(3)
Computed, not measured: an isolated ion of composition C5H11N2 and charge +1 in a non-equilibrium geometry, with the ωB97M-V functional and the def2-TZVPD basis.

The energy above the lowest of the compared OMol25 structures with the same formula, charge and spin is 145.1 kJ/mol. The total energy comes out at -8335.6156 eV. As for the SMILES: C[C@@H]1CCN1C=[NH2+]. The value obtained for the LUMO energy is -3.488 eV.

The geometry in ORCA input format:
```
! wB97M-V def2-TZVPD RIJCOSX def2/J DEFGRID3
* xyz 1 1
C -1.37 1.57 0.29
C -0.88 0.40 -0.49
C -1.56 -0.89 -0.04
C -0.13 -1.54 0.14
N 0.50 -0.14 -0.16
C 1.68 0.40 -0.36
N 2.83 -0.14 0.06
H -2.15 1.23 0.95
H -0.65 1.84 1.08
H -1.90 2.31 -0.42
H -1.02 0.52 -1.55
H -1.99 -1.53 -0.82
H -1.98 -0.82 0.97
H 0.15 -2.12 -0.74
H 0.33 -1.91 1.05
H 1.68 1.39 -0.89
H 3.74 0.37 0.10
H 2.72 -0.95 0.81
*
```

natural (NBO) atomic charge list, values in e, 8 entries: number 1, C, carries -0.6588; number 2, C, carries -0.0378; number 3, C, carries -0.4086; number 4, C, carries -0.1767; number 5, N, carries -0.3528; number 6, C, carries 0.3863; number 7, N, carries -0.7534; number 8, H, carries 0.2339

---

(4)
Computed, not measured: C12H22GeOPtSSe4Te as an isolated structure in a non-equilibrium geometry, with the ωB97M-V functional and the def2-TZVPD basis.

The energy above the lowest of the compared OMol25 structures with the same formula, charge and spin is 0.0 kJ/mol. The total energy comes out at -354108.0363 eV. The value obtained for the LUMO energy (alpha / beta) is -7.320 / -9.303 eV.

The geometry in ORCA input format:
```
! wB97M-V def2-TZVPD RIJCOSX def2/J DEFGRID3
* xyz 2 5
Pt -1.79 1.83 0.53
Se -4.31 1.10 0.54
Se -5.44 2.84 1.43
Te -3.74 4.75 1.87
Se -1.94 4.25 0.31
C -0.59 -1.26 3.99
S -1.64 -0.94 2.55
O -0.96 0.29 1.92
C -1.05 -2.30 1.53
C -1.75 -3.50 1.52
C -1.26 -4.56 0.78
C -0.09 -4.42 0.05
C 0.60 -3.21 0.06
C 0.11 -2.14 0.80
H 0.44 -1.32 3.63
H -0.91 -2.21 4.42
H -0.73 -0.44 4.70
H -2.68 -3.60 2.09
H -1.80 -5.50 0.77
H 0.29 -5.25 -0.53
H 1.52 -3.11 -0.51
H 0.65 -1.20 0.84
C 1.31 3.20 -1.14
Ge 2.18 1.42 -1.22
C 3.65 1.23 -2.51
C 2.48 0.81 0.63
C 0.74 0.13 -1.99
Se -1.12 0.28 -1.54
C -1.63 1.61 -2.85
H 1.97 3.92 -0.65
H 0.41 3.12 -0.53
H 1.06 3.60 -2.13
H 4.53 1.79 -2.18
H 3.33 1.61 -3.49
H 3.93 0.18 -2.62
H 3.22 1.45 1.12
H 2.83 -0.22 0.68
H 1.54 0.91 1.20
H 1.02 -0.89 -1.72
H 0.76 0.20 -3.08
H -1.10 2.54 -2.63
H -2.70 1.76 -2.78
H -1.35 1.25 -3.84
*
```

natural (NBO) atomic charge list, values in e, 8 entries: number 1, Pt, carries 0.6158; number 2, Se, carries 0.0958; number 3, Se, carries 0.0855; number 4, Te, carries 0.5969; number 5, Se, carries -0.1570; number 6, C, carries -0.7781; number 7, S, carries 1.2331; number 8, O, carries -1.0341

---

(5)
Computed, not measured: H36O22S as an isolated structure in a non-equilibrium geometry, with the ωB97M-V functional and the def2-TZVPD basis.

The energy above the lowest of the compared OMol25 structures with the same formula, charge and spin is 951.3 kJ/mol. The total energy comes out at -56459.1310 eV. The value obtained for the LUMO energy is 4.888 eV.

The geometry in ORCA input format:
```
! wB97M-V def2-TZVPD RIJCOSX def2/J DEFGRID3
* xyz -2 1
S -0.17 0.06 -0.11
O -0.71 -0.91 -1.14
O -0.20 1.36 -0.69
O -1.02 0.05 1.05
O 1.13 -0.45 0.15
O 0.45 -3.18 0.82
H -0.60 -2.96 1.06
H 0.54 -2.83 -0.08
O -2.95 -2.20 -1.36
H -2.13 -1.65 -1.21
H -3.26 -2.38 -0.55
O 0.81 2.65 3.36
H 0.26 2.03 2.78
H 1.48 2.57 2.71
O 0.57 -2.98 -1.86
H 0.12 -2.22 -1.73
H 1.46 -2.88 -1.54
O -2.17 0.17 -2.16
H -2.11 0.96 -1.69
H -1.61 -0.33 -1.59
O -0.25 -0.72 -4.70
H -0.69 -0.44 -3.84
H 0.01 -1.47 -4.66
O 0.77 2.21 -2.00
H 0.52 1.97 -1.19
H 1.04 3.20 -2.24
O 1.93 -0.24 -3.31
H 1.14 -0.42 -3.81
H 1.72 0.48 -2.82
O -3.34 -0.66 2.11
H -2.61 -0.19 1.57
H -3.05 -1.49 2.53
O -0.52 -0.88 3.55
H -0.81 -0.60 2.69
H 0.44 -0.95 3.59
O -0.11 3.74 -0.02
H -1.08 3.99 0.15
H -0.02 2.88 -0.38
O -2.44 2.34 -1.10
H -2.65 3.14 -1.51
H -1.53 2.53 -0.93
O 2.37 -0.89 2.36
H 2.69 -1.84 2.13
H 1.89 -0.72 1.51
O 2.96 -2.15 -0.91
H 3.59 -2.52 -0.37
H 2.45 -1.50 -0.50
O -1.70 2.10 2.39
H -2.51 2.07 3.02
H -1.62 1.43 1.71
O 3.38 0.88 -0.61
H 2.65 0.37 -0.56
H 4.14 0.35 -1.03
O 2.32 2.84 1.05
H 2.34 2.20 0.32
H 1.38 3.08 0.98
O -1.67 -3.03 2.49
H -1.19 -2.24 2.96
H -1.83 -3.68 3.13
*
```

natural (NBO) atomic charge list, values in e, 8 entries: number 1, S, carries 2.7510; number 2, O, carries -1.0217; number 3, O, carries -1.0088; number 4, O, carries -1.0852; number 5, O, carries -1.0840; number 6, O, carries -1.0280; number 7, H, carries 0.4977; number 8, H, carries 0.4723

---

(6)
Computed, not measured: a 7-piece molecular cluster, C24H41FO6 overall in a non-equilibrium geometry, with the ωB97M-V functional and the def2-TZVPD basis.

The energy above the lowest of the compared OMol25 structures with the same formula, charge and spin is 33.4 kJ/mol. The total energy comes out at -40554.8349 eV. As for the SMILES: Fc1ccccc1.CC(C)=O.CC(C)=O.CC(C)=O.CC(C)=O.CC(C)=O.CC(C)=O. The value obtained for the LUMO energy is 0.302 eV.

The geometry in ORCA input format:
```
! wB97M-V def2-TZVPD RIJCOSX def2/J DEFGRID3
* xyz 0 1
F -12.42 25.52 10.90
C -12.34 24.50 10.04
C -12.99 24.59 8.82
C -12.90 23.53 7.94
C -12.19 22.38 8.28
C -11.50 22.31 9.48
C -11.64 23.37 10.38
H -13.56 25.47 8.56
H -13.38 23.50 6.97
H -12.16 21.57 7.56
H -10.85 21.49 9.77
H -11.05 23.39 11.29
C -10.97 15.01 5.01
C -9.60 15.63 4.99
C -8.64 15.12 3.91
O -9.20 16.35 5.88
H -11.54 15.33 5.88
H -10.95 13.92 4.99
H -11.59 15.30 4.15
H -7.91 15.92 3.75
H -9.19 14.90 3.00
H -8.14 14.27 4.38
C -15.90 17.20 7.46
C -17.32 17.09 8.00
C -18.23 16.06 7.35
O -17.69 17.80 8.90
H -15.90 17.28 6.37
H -15.36 16.29 7.73
H -15.45 18.03 8.01
H -18.26 16.23 6.27
H -19.22 16.14 7.79
H -17.80 15.07 7.52
C -10.27 18.81 8.05
C -11.63 18.46 8.58
C -12.35 17.22 8.04
O -12.14 19.07 9.50
H -9.61 18.86 8.92
H -10.24 19.79 7.58
H -9.87 18.07 7.36
H -12.90 17.49 7.14
H -13.06 16.86 8.78
H -11.61 16.43 7.87
C -4.53 19.38 6.15
C -5.26 18.44 7.10
C -6.77 18.57 7.15
O -4.69 17.63 7.77
H -4.63 20.42 6.46
H -5.01 19.36 5.17
H -3.48 19.12 6.15
H -7.25 18.52 6.17
H -7.03 19.52 7.62
H -7.14 17.77 7.79
C -6.77 22.71 6.65
C -8.23 22.66 7.09
C -9.17 23.65 6.45
O -8.63 21.83 7.87
H -6.47 23.75 6.55
H -6.67 22.27 5.66
H -6.14 22.19 7.37
H -10.02 23.80 7.11
H -9.53 23.21 5.52
H -8.65 24.58 6.25
C -15.00 19.86 11.54
C -15.44 21.09 10.78
C -15.37 21.02 9.28
O -15.79 22.09 11.35
H -15.38 18.89 11.21
H -15.20 20.01 12.60
H -13.91 19.76 11.44
H -14.37 20.68 8.99
H -15.56 22.04 8.94
H -16.14 20.37 8.89
*
```

Löwdin atomic charge list, values in e, 8 entries: number 1, F, carries 0.0716; number 2, C, carries -0.2955; number 3, C, carries -0.0183; number 4, C, carries -0.0968; number 5, C, carries -0.1291; number 6, C, carries -0.0769; number 7, C, carries -0.0056; number 8, H, carries 0.1168

---

- Among the records above, which one has the highest energy above the lowest of the compared OMol25 structures with the same formula, charge and spin?
  H36O22S

---

- Which of these has the highest energy above the lowest of the compared OMol25 structures with the same formula, charge and spin?
  H36O22S

---

Repeat the sixth record exactly.
Computed, not measured: a 7-piece molecular cluster, C24H41FO6 overall in a non-equilibrium geometry, with the ωB97M-V functional and the def2-TZVPD basis.

The energy above the lowest of the compared OMol25 structures with the same formula, charge and spin is 33.4 kJ/mol. The total energy comes out at -40554.8349 eV. As for the SMILES: Fc1ccccc1.CC(C)=O.CC(C)=O.CC(C)=O.CC(C)=O.CC(C)=O.CC(C)=O. The value obtained for the LUMO energy is 0.302 eV.

The geometry in ORCA input format:
```
! wB97M-V def2-TZVPD RIJCOSX def2/J DEFGRID3
* xyz 0 1
F -12.42 25.52 10.90
C -12.34 24.50 10.04
C -12.99 24.59 8.82
C -12.90 23.53 7.94
C -12.19 22.38 8.28
C -11.50 22.31 9.48
C -11.64 23.37 10.38
H -13.56 25.47 8.56
H -13.38 23.50 6.97
H -12.16 21.57 7.56
H -10.85 21.49 9.77
H -11.05 23.39 11.29
C -10.97 15.01 5.01
C -9.60 15.63 4.99
C -8.64 15.12 3.91
O -9.20 16.35 5.88
H -11.54 15.33 5.88
H -10.95 13.92 4.99
H -11.59 15.30 4.15
H -7.91 15.92 3.75
H -9.19 14.90 3.00
H -8.14 14.27 4.38
C -15.90 17.20 7.46
C -17.32 17.09 8.00
C -18.23 16.06 7.35
O -17.69 17.80 8.90
H -15.90 17.28 6.37
H -15.36 16.29 7.73
H -15.45 18.03 8.01
H -18.26 16.23 6.27
H -19.22 16.14 7.79
H -17.80 15.07 7.52
C -10.27 18.81 8.05
C -11.63 18.46 8.58
C -12.35 17.22 8.04
O -12.14 19.07 9.50
H -9.61 18.86 8.92
H -10.24 19.79 7.58
H -9.87 18.07 7.36
H -12.90 17.49 7.14
H -13.06 16.86 8.78
H -11.61 16.43 7.87
C -4.53 19.38 6.15
C -5.26 18.44 7.10
C -6.77 18.57 7.15
O -4.69 17.63 7.77
H -4.63 20.42 6.46
H -5.01 19.36 5.17
H -3.48 19.12 6.15
H -7.25 18.52 6.17
H -7.03 19.52 7.62
H -7.14 17.77 7.79
C -6.77 22.71 6.65
C -8.23 22.66 7.09
C -9.17 23.65 6.45
O -8.63 21.83 7.87
H -6.47 23.75 6.55
H -6.67 22.27 5.66
H -6.14 22.19 7.37
H -10.02 23.80 7.11
H -9.53 23.21 5.52
H -8.65 24.58 6.25
C -15.00 19.86 11.54
C -15.44 21.09 10.78
C -15.37 21.02 9.28
O -15.79 22.09 11.35
H -15.38 18.89 11.21
H -15.20 20.01 12.60
H -13.91 19.76 11.44
H -14.37 20.68 8.99
H -15.56 22.04 8.94
H -16.14 20.37 8.89
*
```

Löwdin atomic charge list, values in e, 8 entries: number 1, F, carries 0.0716; number 2, C, carries -0.2955; number 3, C, carries -0.0183; number 4, C, carries -0.0968; number 5, C, carries -0.1291; number 6, C, carries -0.0769; number 7, C, carries -0.0056; number 8, H, carries 0.1168

---

- Which formula does entry 5 have?
  H36O22S